Molecular formula: C25H62FN2O16P3S
Method: DFT, ωB97M-V/def2-TZVPD

Atoms and positions in Å:
C 3.1288 -3.9495 -2.7825
C 2.9482 -5.4058 -3.4369
O 2.4128 -5.1987 -4.7558
C 1.4939 -6.2363 -5.1306
C -0.0227 -5.8768 -4.8008
N -0.1953 -5.3280 -3.4170
C -1.4460 -5.8019 -2.7572
C -1.3941 -7.3041 -2.2454
O -2.2026 -8.1945 -3.0488
C 0.0677 -7.8709 -2.0079
N 0.5329 -7.3159 -0.7129
S -0.4381 -3.6159 -3.6247
O -1.8204 -3.2978 -4.0961
O -0.1235 -2.9396 -2.3437
F 0.5779 -2.9959 -4.7647
H 2.9811 -3.1776 -3.5873
H 4.1345 -3.8747 -2.2805
H 2.3276 -3.7564 -2.0096
H 2.2487 -5.9625 -2.7543
H 3.9353 -5.9647 -3.4415
H 1.8432 -7.1836 -4.6257
H 1.6070 -6.4090 -6.2412
H -0.4240 -5.1441 -5.5717
H -0.6297 -6.8215 -4.9694
H -2.3764 -5.6939 -3.3891
H -1.5857 -5.1543 -1.8353
H -1.8923 -7.3116 -1.2285
H -1.8117 -8.2859 -3.9317
H -0.0436 -8.9919 -1.8810
H 0.7753 -7.7009 -2.8682
H 0.4978 -6.2964 -0.7212
H 1.4463 -7.6758 -0.4441
O 2.4669 3.8594 -0.6677
P 2.1970 2.4355 -1.1582
O 1.7042 2.8736 -2.6822
C 2.7124 3.1926 -3.6335
C 3.4921 1.9634 -4.0699
O 0.7254 2.3410 -0.3974
C 0.3909 3.1610 0.7178
C -0.3564 4.4006 0.2632
O 1.9701 0.8127 -1.6244
C 0.7164 0.1225 -1.6061
C -0.3097 0.6608 -2.5807
H 3.3863 3.9515 -3.2241
H 2.2108 3.6304 -4.4999
H 4.0758 1.5548 -3.2387
H 4.1826 2.2121 -4.8790
H 2.8170 1.1760 -4.4080
H 1.2755 3.4103 1.3064
H -0.2598 2.5690 1.3684
H 0.1836 4.9444 -0.5152
H -0.5314 5.0775 1.1030
H -1.3225 4.1219 -0.1649
H 0.3253 0.0753 -0.5887
H 0.9449 -0.9087 -1.8858
H -0.6252 1.6740 -2.3310
H -1.2001 0.0273 -2.5711
H 0.0927 0.6896 -3.5947
O -4.0290 4.5723 1.5010
P -5.3197 4.3102 2.2789
O -6.1526 3.5202 1.0796
C -5.8060 2.1644 0.8200
C -6.2408 1.2402 1.9451
O -5.9202 5.8466 2.1011
C -5.0872 6.9556 1.7779
C -5.0802 7.1979 0.2799
O -6.5827 3.9810 3.3741
C -7.7704 4.7629 3.5102
C -8.6719 4.7485 2.2933
H -4.7287 2.0805 0.6466
H -6.3118 1.8739 -0.1039
H -5.6833 1.4523 2.8632
H -6.0657 0.1964 1.6756
H -7.2992 1.3763 2.1714
H -4.0797 6.8237 2.1746
H -5.5081 7.8309 2.2809
H -4.8228 6.2968 -0.2807
H -4.3696 7.9857 0.0180
H -6.0750 7.5011 -0.0569
H -7.5220 5.7785 3.8199
H -8.3178 4.3206 4.3485
H -8.2070 5.2230 1.4294
H -9.5963 5.2906 2.5081
H -8.9211 3.7264 2.0041
O 4.9890 -1.8370 4.2860
P 4.1792 -0.5490 4.4467
O 4.0686 -0.1456 2.8406
C 3.1328 -0.8620 2.0429
C 1.7012 -0.5008 2.3950
O 5.4677 0.3844 4.9182
C 6.6675 -0.1812 5.4357
C 7.6928 -0.3579 4.3310
O 3.1430 0.7443 4.8423
C 3.5590 2.0988 5.0272
C 4.0946 2.7651 3.7769
H 3.2964 -1.9390 2.1474
H 3.3269 -0.5991 0.9998
H 1.4524 -0.8338 3.4081
H 1.0017 -0.9729 1.7013
H 1.5559 0.5805 2.3654
H 6.4704 -1.1155 5.9629
H 7.0585 0.5196 6.1790
H 7.2912 -0.9179 3.4838
H 8.5785 -0.8782 4.7038
H 7.9999 0.6168 3.9430
H 4.2616 2.1692 5.8583
H 2.6628 2.6393 5.3474
H 5.0207 2.3076 3.4294
H 4.3037 3.8190 3.9767
H 3.3751 2.6971 2.9592

Force components x, y, z for each atom (eV/Å):
C -0.2 -0.7 0.0
C 0.4 1.3 1.4
O -0.7 -1.1 0.5
C 0.2 -0.1 -0.2
C 0.6 -0.8 -1.4
N -0.2 1.1 -1.9
C -1.1 -0.1 1.4
C 0.5 -0.3 0.2
O 0.7 0.7 0.1
C -0.7 -0.5 0.5
N -0.3 -0.2 -0.7
S -3.2 3.8 2.6
O 3.8 -1.4 0.2
O 0.2 -2.0 -3.0
F -1.3 -1.8 1.7
H 0.5 -0.7 0.8
H -1.0 0.1 -0.6
H 0.9 -0.3 -0.8
H 0.5 0.3 -1.0
H -1.1 0.6 -0.4
H -0.7 0.8 -0.5
H -0.3 0.3 1.1
H 0.5 -0.9 0.8
H 0.6 1.1 0.5
H 1.1 0.0 0.5
H 0.2 -0.7 -1.1
H 0.5 0.0 -1.2
H -0.1 0.0 0.4
H 0.1 1.3 -0.2
H -0.8 0.0 0.6
H 0.4 -0.4 0.0
H -0.2 0.4 -0.1
O 3.9 -2.2 0.5
P -8.9 1.9 -2.0
O 1.0 -0.1 -0.1
C 0.1 0.0 -0.4
C 0.1 0.0 0.1
O 0.8 -0.7 0.6
C -0.3 0.4 0.1
C -0.1 0.1 -0.2
O 3.5 0.9 1.0
C -0.6 -0.7 0.4
C 0.0 0.5 -0.1
H 0.0 0.0 0.0
H -0.1 0.0 0.2
H 0.0 0.0 -0.1
H 0.0 0.0 0.1
H 0.0 0.1 0.0
H 0.0 0.1 -0.2
H 0.0 -0.1 -0.1
H 0.2 -0.1 0.2
H 0.0 -0.1 0.0
H 0.0 0.0 0.1
H 0.0 0.2 -0.1
H 0.3 0.2 0.0
H 0.1 -0.1 0.1
H 0.2 -0.1 0.0
H 0.0 -0.1 0.0
O 0.7 -2.3 3.6
P -5.0 4.3 -5.5
O 0.6 -0.4 0.8
C 0.0 -0.4 -0.1
C 0.1 0.0 0.1
O 0.3 -0.5 1.0
C 0.1 0.3 -0.4
C -0.1 0.0 -0.2
O 3.3 -1.3 0.5
C -0.5 0.7 0.4
C 0.2 0.0 -0.4
H 0.0 0.0 0.0
H 0.0 0.2 0.0
H 0.0 -0.1 0.0
H 0.0 0.1 0.0
H 0.0 0.0 0.0
H -0.1 -0.1 -0.1
H -0.1 -0.1 0.1
H 0.1 0.0 0.2
H -0.1 0.0 0.0
H 0.1 0.1 0.1
H 0.1 0.0 -0.2
H 0.3 -0.2 0.0
H 0.0 0.0 0.1
H 0.1 -0.1 0.2
H 0.0 0.0 0.1
O -3.8 -0.7 2.0
P 5.9 5.0 -3.7
O -0.6 -0.5 0.6
C -0.3 -0.1 -0.4
C -0.1 0.0 0.1
O -0.9 -0.3 0.6
C 0.4 -0.1 -0.1
C 0.1 0.1 -0.2
O -0.9 -3.4 0.6
C 0.3 0.8 0.5
C 0.2 -0.3 -0.3
H 0.1 0.0 0.0
H 0.1 0.1 0.1
H 0.0 0.0 0.0
H 0.1 0.0 0.0
H 0.0 0.0 -0.1
H 0.0 0.0 -0.2
H -0.2 0.1 -0.1
H -0.1 -0.1 0.2
H 0.0 0.1 0.0
H 0.0 0.0 0.1
H 0.1 -0.1 -0.2
H -0.1 -0.3 -0.1
H 0.0 0.0 0.1
H -0.1 0.0 0.1
H 0.0 0.1 0.1

## Properties
- Net charge: 0
- Largest force on an atom: 9.31 eV Å⁻¹
- SMILES: CCOCCN(C[C@@H](O)CN)S(=O)(=O)F.CCOP(=O)(OCC)OCC.CCOP(=O)(OCC)OCC.CCOP(=O)(OCC)OCC
- Calculated total energy: -104084.45677 eV
- Lowest unoccupied orbital energy: -1.5 eV
- Orbital gap: 8.111 eV